ORCA calculation (ωB97M-V with the def2-TZVPD basis set) on a molecular structure, C34H66F3O32Rb in a non-equilibrium geometry.

Charge   0
E_LUMO   -0.628 eV
Max |F|   5.2 eV/Å
Relative energy (zero: lowest compared OMol25 entry of this formula, charge and spin)   120.67 kcal per mole
HOMO-LUMO gap   6.734 eV

The geometry in XYZ format:
```
136
Properties=species:S:1:pos:R:3:forces:R:3
Rb -3.52982 -3.19738 -3.06157 0.51 0.78 0.18
C -0.84771 -0.68469 -1.35049 -0.62 -2.56 -4.51
O 0.36983 -1.29596 -1.03401 1.72 0.62 1.48
O -1.11039 -1.11044 -2.67475 -0.99 0.56 2.63
C -1.89209 -1.26294 -0.30861 1.30 0.55 -0.54
F -3.17022 -1.41121 -0.70491 -0.18 0.07 -0.44
F -1.52911 -2.44670 0.19899 0.03 -0.92 -0.36
F -1.91781 -0.46589 0.74639 0.09 0.98 1.17
C 1.11098 -0.82558 0.11531 0.08 -0.43 -0.25
C 2.60275 -1.04563 -0.17346 -1.36 -0.21 -0.39
H 2.81982 -2.08583 -0.41626 0.16 0.03 0.21
H 2.67956 -0.46362 -1.09186 0.80 0.01 0.02
H 3.22340 -0.63904 0.62503 0.10 -0.06 -0.13
H 0.69634 -1.30269 1.00330 0.25 -0.26 0.28
H 1.06751 0.24347 0.32347 -0.78 0.30 -0.40
H -0.71298 0.39680 -1.36838 -0.50 0.48 0.92
C -3.92688 1.10863 -3.55914 -0.11 -1.63 -1.43
O -5.06508 1.28999 -2.73241 -0.85 -0.62 1.94
C -5.56181 0.19490 -2.06781 0.64 0.07 -2.16
O -5.32155 -0.98702 -2.29813 0.35 1.20 0.05
O -6.49800 0.60363 -1.24333 0.31 -0.55 0.85
C -7.19691 -0.41597 -0.49788 -2.40 0.69 -0.21
H -3.34732 1.98789 -3.84039 -0.26 0.32 1.33
H -4.30933 0.81265 -4.53600 -0.08 -0.45 -0.20
H -3.34861 0.27321 -3.16445 0.60 0.38 -0.10
H -8.21286 -0.02598 -0.55997 -0.20 0.18 0.36
H -6.99649 -0.47040 0.57215 0.80 0.04 -0.31
H -7.36664 -1.39462 -0.94680 1.20 0.04 -0.26
C -4.17209 0.23061 1.87512 -0.07 0.88 -0.16
O -4.61477 0.90799 3.03416 -0.52 1.10 0.04
C -5.19185 2.14320 2.93548 0.47 -0.83 0.11
O -5.17318 2.96466 2.04645 0.13 -1.09 0.77
O -5.78213 2.22874 4.12012 -0.38 -0.29 0.62
C -6.12965 3.46838 4.64944 -0.50 1.77 -0.43
H -5.05190 0.03765 1.26129 0.30 -0.42 -0.19
H -3.66950 -0.65773 2.25769 -0.26 0.09 -0.37
H -3.48548 0.88795 1.34165 -0.24 -0.49 -0.02
H -6.82760 4.02213 4.02148 -0.17 -0.22 -0.31
H -5.25762 4.12083 4.69369 0.14 -0.10 0.43
H -6.63226 3.35532 5.61000 0.46 -0.36 -0.02
C 1.86363 2.68587 -0.79567 -0.01 0.67 -0.33
O 3.27487 2.45196 -0.83543 0.70 -0.13 -0.26
C 3.96367 3.16154 -1.75129 0.87 0.87 -0.29
O 3.54893 4.02392 -2.49746 0.30 -1.15 0.86
O 5.27817 2.79490 -1.63322 -1.49 -0.66 0.62
C 6.26478 3.36562 -2.43811 0.29 1.18 -1.54
H 1.72614 3.76714 -0.78897 -0.40 -0.08 -0.22
H 1.43673 2.28195 0.12232 0.42 -0.11 -0.05
H 1.41405 2.21360 -1.66914 -0.20 0.19 0.01
H 6.04342 3.42634 -3.50366 -0.62 -0.74 -0.17
H 7.18936 2.79305 -2.36449 -0.23 0.08 0.50
H 6.39656 4.43442 -2.26964 0.27 0.00 0.87
C 2.09643 0.31346 -4.08781 0.33 0.18 -0.15
O 1.72689 1.65491 -4.33929 -1.21 1.66 0.26
C 0.63991 1.97497 -5.09106 1.35 -1.10 -1.19
O 0.14420 1.20619 -5.92459 0.28 2.50 2.11
O 0.44009 3.31273 -4.83336 0.78 -1.64 -0.64
C -0.62906 3.96914 -5.51309 -0.16 -0.90 0.71
H 1.21474 -0.24615 -3.77546 0.16 -0.55 -0.43
H 2.81402 0.35536 -3.26842 -0.17 0.14 0.23
H 2.69974 0.01010 -4.94343 -0.56 -0.82 -0.16
H -1.46902 3.50653 -4.99487 -0.84 0.65 -0.69
H -0.61960 3.78707 -6.58773 -0.06 -0.07 0.10
H -0.53084 5.03027 -5.28409 -0.03 -0.18 -0.04
C -1.47594 1.60903 5.39494 -2.39 -1.70 2.23
O -0.49063 2.20024 4.67504 1.33 0.90 -1.95
C 0.67254 1.57732 4.58803 2.95 -0.88 1.35
O 1.13925 0.82156 5.44735 -1.09 1.09 -2.21
O 1.34491 2.03371 3.49203 -1.93 1.25 0.61
C 2.48593 1.40241 2.97596 0.17 -1.84 0.61
H -1.29763 0.56869 5.66697 0.45 -0.14 -0.42
H -2.42806 1.61576 4.86436 0.14 0.30 -0.29
H -1.64985 2.04704 6.37780 0.21 0.62 -0.08
H 2.10417 0.46675 2.56741 0.44 -0.29 -0.22
H 3.18377 1.15752 3.77667 0.13 0.13 -0.05
H 2.98535 1.93872 2.16909 -0.46 0.55 0.30
C 5.55578 -1.92257 -4.71711 0.96 -1.29 0.38
O 6.02253 -0.89523 -3.85679 -0.50 1.47 -0.97
C 5.92304 -1.15467 -2.59250 -1.72 -3.36 2.81
O 5.50003 -2.24917 -2.10597 1.51 3.43 -1.45
O 6.29235 -0.09669 -1.88035 0.15 0.16 -1.71
C 6.47963 -0.31150 -0.52858 -0.15 -0.28 2.12
H 5.74854 -1.61964 -5.74627 -0.14 0.03 0.28
H 4.54224 -2.27300 -4.52213 -0.13 0.60 -0.02
H 6.19785 -2.73930 -4.38729 -0.14 -0.62 -0.89
H 6.82839 0.60507 -0.05279 0.16 0.01 -0.40
H 7.18214 -1.12560 -0.35017 0.05 0.04 0.02
H 5.54443 -0.55690 -0.02533 -0.07 -0.17 -0.13
C 9.45884 0.58146 3.73853 -0.34 -0.25 -1.97
O 8.14009 0.39893 3.06107 0.47 -0.26 1.49
C 7.13291 -0.16741 3.78368 0.06 0.24 1.89
O 7.03738 -0.25947 5.00534 0.58 0.12 -2.27
O 6.21504 -0.56864 2.90863 -1.29 -0.45 -0.35
C 5.02289 -1.27482 3.36529 -0.12 -0.86 0.50
H 10.08172 0.96582 2.93083 -0.29 0.49 -0.10
H 9.93205 -0.39411 3.85005 -0.48 -0.05 1.02
H 9.50421 1.30686 4.55083 -0.53 -0.58 0.19
H 5.22870 -2.31059 3.63529 0.74 0.07 0.16
H 4.27600 -1.42582 2.58590 0.55 0.82 -0.64
H 4.47411 -0.87641 4.21865 0.62 0.68 0.04
C -9.06286 -4.11529 0.80249 -0.80 -2.27 0.89
O -7.80980 -4.77077 0.64327 1.27 0.02 -0.93
C -6.69463 -4.22880 1.12525 0.26 1.52 -0.36
O -6.69764 -3.25201 1.85533 1.03 -1.40 -0.74
O -5.66593 -4.90385 0.52404 -0.60 -0.35 0.61
C -4.27033 -4.61625 0.69341 -0.06 1.39 0.39
H -9.59783 -5.05014 0.96966 -1.03 0.42 0.66
H -9.54822 -3.79571 -0.11968 0.90 0.87 -0.10
H -9.09525 -3.49117 1.69553 -0.01 0.25 -0.49
H -4.08641 -3.63472 0.25651 0.15 0.08 0.00
H -3.63657 -5.34310 0.18533 -0.64 -0.29 -0.09
H -3.92884 -4.55445 1.72669 -0.40 -0.15 0.14
C -2.02996 2.62283 0.71736 -1.35 -0.40 -1.38
O -1.47323 3.77350 0.06392 0.42 1.27 -0.72
C -1.91430 4.22998 -1.15693 -1.76 -1.51 -0.39
O -2.68987 3.62752 -1.91994 2.13 1.63 1.96
O -1.39155 5.46307 -1.35782 0.51 -1.41 1.79
C -1.85979 6.26578 -2.39153 -0.61 0.43 -1.25
H -1.60875 2.38301 1.69366 0.78 0.63 -0.31
H -1.96156 1.76555 0.04765 0.26 0.01 0.11
H -3.09585 2.76547 0.89525 -0.03 0.39 -0.14
H -1.28570 7.18967 -2.46186 0.49 -0.35 0.34
H -2.87590 6.61375 -2.20562 -0.24 -0.44 -0.10
H -1.76813 5.73150 -3.33717 -0.33 0.11 -0.07
C 1.10286 -8.01054 -0.15101 0.95 -1.71 -1.36
O 0.92367 -7.21108 0.95450 -1.02 0.06 1.17
C 0.97639 -5.91878 0.82290 -0.19 3.06 -1.57
O 1.11194 -5.27410 -0.21236 0.00 -1.27 1.54
O 0.76231 -5.39653 2.03748 0.64 0.57 0.92
C 0.82428 -3.98407 2.27045 -1.36 1.61 -0.63
H 2.18092 -8.16814 -0.18327 -0.03 -0.57 -0.45
H 0.78239 -7.70476 -1.14695 -0.15 1.02 0.35
H 0.55240 -8.93638 0.01606 0.33 -0.08 0.34
H 1.61932 -3.49565 2.83388 0.86 -1.32 0.06
H -0.05439 -3.66171 2.82914 -0.29 -0.70 0.21
H 0.72377 -3.35322 1.38727 0.23 -0.73 -0.60
```
Forces are in eV/Å.